Entry 1:
Here is a 16-piece molecular cluster, C66H160N4O16 overall at a distorted geometry from the Open Molecules 2025 dataset. Energies are from ωB97M-V/def2-TZVPD.

Summary:
HOMO level ... -8.05 eV
E ... -109749.254 eV
LUMO level ... 0.5599 eV
Frontier orbital gap ... 8.61 eV

Structure (XYZ):
```
246
Properties=species:S:1:pos:R:3:forces:R:3
C -2.7966 -4.6387 1.6742 1.0 -1.0 -1.4
C -3.5755 -3.4190 1.9276 -1.0 2.0 -0.1
C -4.6461 -3.5657 3.0431 -0.3 0.9 -1.4
O -2.6681 -2.3309 2.3133 0.5 -1.2 0.0
H -2.2764 -4.8983 2.5667 0.5 -0.5 0.7
H -2.0530 -4.4621 0.8799 0.0 0.2 0.4
H -3.3306 -5.5286 1.2785 -0.3 0.7 0.6
H -3.9699 -3.0556 0.9335 -0.5 -0.6 1.0
H -4.2966 -3.8896 4.0003 0.8 0.1 0.4
H -5.3933 -4.3050 2.8224 -0.5 -0.3 -0.7
H -5.1576 -2.5936 3.1327 0.1 -0.3 0.2
H -3.1649 -1.5424 2.5870 -0.2 0.1 0.1
C -4.1034 0.3638 6.5985 -1.3 -0.9 1.0
C -4.0221 1.8603 6.1341 1.3 -3.0 -0.3
C -3.8442 2.8305 7.2477 1.6 0.0 -0.5
O -2.8827 1.7975 5.2268 -0.4 2.1 0.0
H -4.2051 -0.3712 5.7315 0.2 1.2 1.0
H -4.9694 0.1751 7.3175 0.5 0.5 -1.2
H -3.2993 -0.0001 7.2827 0.2 0.7 -0.9
H -4.9337 2.0697 5.5983 -0.4 0.2 -0.4
H -2.9530 2.5316 7.8162 -0.2 0.2 0.1
H -4.7063 2.8324 7.8601 -0.9 0.1 0.8
H -3.6669 3.8189 6.8225 -0.1 0.2 0.2
H -2.5953 2.7413 4.9887 -0.3 -1.5 0.1
C -5.4644 1.8407 2.5624 0.3 1.5 1.4
C -5.1617 0.3766 2.4734 -0.8 -1.5 0.0
C -5.2505 -0.2378 1.0619 1.7 0.8 -0.1
O -3.9024 0.0021 3.0608 -0.3 0.4 -0.5
H -5.0041 2.2671 3.4979 -0.3 -0.4 -0.8
H -6.5167 2.1264 2.6560 -0.1 -0.6 -0.1
H -5.1077 2.4438 1.7420 0.5 0.0 -0.5
H -5.9279 -0.1718 3.0491 0.2 0.3 0.2
H -5.2142 0.5352 0.2574 -0.3 -0.7 0.5
H -6.0490 -0.9361 0.9918 -1.1 -0.1 -0.4
H -4.3649 -0.8769 0.9381 0.0 0.3 -0.1
H -3.5224 0.7526 3.5313 0.3 0.2 0.5
C 6.8885 1.6948 0.8243 0.5 -0.4 -2.4
C 7.4717 3.0306 0.4081 -0.7 -0.6 0.9
C 6.5138 4.1356 0.6645 -0.8 1.8 0.7
O 8.5600 3.3175 1.2476 2.1 -0.6 -0.2
H 6.0782 1.4075 0.1536 -0.1 -0.1 0.0
H 6.5284 1.7474 1.7966 -0.7 0.1 1.9
H 7.6400 0.9088 0.7594 0.1 -0.1 0.0
H 7.7906 3.0422 -0.6230 0.0 -0.1 -0.6
H 6.9035 5.0645 0.2451 0.1 0.1 0.1
H 6.3281 4.3295 1.7520 0.5 -0.4 -0.7
H 5.5236 4.0442 0.2487 -0.3 -0.6 -0.5
H 9.2760 2.6912 0.9821 -0.7 0.8 0.6
C 3.2836 1.7627 1.6102 -1.7 0.5 1.2
C 2.6656 0.8791 2.7804 1.5 -0.3 -3.3
C 3.7428 0.6673 3.8389 -0.6 0.3 -0.5
O 1.6005 1.5964 3.3138 -1.2 -0.4 1.2
H 3.5419 2.7792 1.9641 -0.2 -0.3 0.3
H 2.6302 1.9427 0.7366 0.1 -0.5 0.4
H 4.1945 1.3216 1.3423 1.2 -0.8 -0.8
H 2.3110 -0.0819 2.2888 0.4 0.9 0.7
H 4.6830 0.2115 3.5104 -0.5 -0.3 -0.2
H 3.2421 0.0891 4.6253 0.6 0.3 0.4
H 3.9783 1.7119 4.0585 0.1 -0.2 1.0
H 1.1847 0.9877 3.9745 0.0 0.7 -0.5
C 5.6007 -2.3768 -0.2987 1.4 1.7 0.7
C 5.1506 -2.6873 1.1027 -1.5 -0.1 0.4
C 6.2393 -2.4349 2.1105 1.8 -1.0 -0.4
O 4.0381 -1.7989 1.4450 0.0 -1.2 -0.1
H 4.8436 -2.1995 -1.0279 -0.7 -0.4 -0.4
H 6.4010 -2.9980 -0.6359 0.2 -1.1 -0.4
H 6.1603 -1.4207 -0.2228 -0.5 0.0 0.0
H 4.7690 -3.7377 1.1995 0.4 0.6 -0.2
H 7.1511 -3.1047 1.8759 -1.4 0.7 0.6
H 5.8718 -2.5892 3.1334 0.3 0.0 -0.3
H 6.6391 -1.4224 1.9864 -0.3 0.0 0.2
H 3.3242 -2.4023 1.7800 0.4 0.8 -0.1
C 0.5010 -0.7721 7.7586 0.0 0.1 -1.4
C 0.1557 0.2643 6.7003 -1.1 0.5 0.0
C 0.9746 1.5571 6.7741 0.6 0.0 -0.3
O 0.2783 -0.2898 5.3654 0.3 -0.1 0.5
H -0.2013 -1.6108 7.7097 0.3 0.0 0.2
H 0.5922 -0.3879 8.7439 -0.4 0.6 0.9
H 1.4977 -1.0480 7.5001 0.8 -0.9 -0.1
H -0.9209 0.5371 6.8243 0.7 0.1 -0.1
H 0.7506 2.1861 5.9000 -0.1 -0.1 0.3
H 2.1017 1.4799 6.7884 -1.2 -0.5 0.1
H 0.6666 2.0911 7.6759 0.1 0.1 -0.1
H -0.1390 -1.1653 5.3627 0.1 0.3 -0.1
C -1.3245 -1.2878 -0.9736 -0.1 0.5 0.8
C -0.2709 -0.6106 -0.0442 -2.0 0.0 -0.3
C -0.7024 0.7385 0.5276 -1.3 0.9 -1.4
O -0.0288 -1.4841 1.0060 1.4 -0.9 1.0
H -0.9102 -2.0984 -1.5752 0.0 0.0 0.2
H -1.7127 -0.5606 -1.6390 -0.2 0.9 -1.1
H -2.2618 -1.6000 -0.4566 0.9 -0.1 0.2
H 0.6231 -0.5261 -0.6002 1.2 0.2 -0.5
H -0.1861 1.0916 1.3846 0.7 -0.4 1.2
H -1.7897 0.7473 0.7400 0.4 -0.2 0.1
H -0.5538 1.6079 -0.1361 -0.1 -0.5 -0.5
H -0.8653 -1.6719 1.4182 -0.9 -0.4 0.5
C 2.6397 5.4711 3.9616 0.1 1.0 -2.4
C 1.4432 5.4646 2.9030 0.8 1.1 1.9
C 1.9368 5.9487 1.5586 1.5 -0.1 2.3
O 0.5783 4.3486 2.8415 1.3 -1.5 0.1
H 2.7563 6.4688 4.4060 -0.5 -0.3 0.1
H 3.5938 5.3582 3.4362 0.0 -0.3 -0.2
H 2.6210 4.7144 4.6789 -0.4 -1.1 1.4
H 0.7753 6.2020 3.3177 -0.3 0.7 -0.1
H 2.3433 6.9477 1.7136 -0.2 0.2 -0.3
H 1.1053 5.9071 0.9630 -1.7 0.2 -2.2
H 2.7615 5.3423 1.2288 0.2 -0.5 -0.5
H 1.1230 3.5201 2.8570 -0.7 0.4 0.0
C 1.2956 -4.5978 -3.9347 0.1 0.6 1.6
C 2.4630 -5.1324 -3.0926 0.4 -1.2 -1.5
C 3.0204 -4.0415 -2.1610 -1.2 -0.4 0.3
C 2.2112 -3.8338 -0.8749 0.3 0.6 -0.2
C 2.0121 -5.1546 -0.1728 0.3 -0.5 -0.4
C 1.3852 -6.2401 -1.0467 -1.1 0.1 -0.1
N 2.1053 -6.3505 -2.3396 -0.2 0.1 1.5
O 1.3774 -7.3390 -3.1103 1.1 0.3 -0.1
C 1.5648 -7.6129 -0.3678 1.4 0.5 -1.6
C -0.1831 -5.9552 -1.1382 1.5 0.2 0.5
C 3.6363 -5.5831 -4.0610 1.6 -0.6 1.5
H 1.7059 -3.8547 -4.5893 -0.1 0.6 -0.5
H 0.5303 -4.1441 -3.2758 0.4 0.0 -0.3
H 0.7888 -5.3401 -4.4962 -0.2 -0.9 -0.6
H 4.0057 -4.3396 -1.9100 1.1 -0.3 0.5
H 3.1316 -3.1075 -2.6921 -0.1 0.2 -0.5
H 1.2310 -3.3390 -1.0539 0.5 -0.3 -0.1
H 2.7816 -3.1565 -0.2076 -0.4 -0.2 -0.4
H 1.3180 -4.9858 0.6160 -0.4 0.0 1.0
H 2.9406 -5.5429 0.2677 0.0 0.2 -0.2
H 2.6173 -7.8808 -0.5288 -0.1 0.0 0.2
H 1.4147 -7.5648 0.6715 -0.6 0.0 1.4
H 0.9903 -8.3744 -0.8695 -0.5 -0.2 0.2
H -0.5089 -4.9493 -0.8729 0.4 0.1 0.2
H -0.5603 -6.1212 -2.1007 -0.4 -0.4 -1.6
H -0.6652 -6.6680 -0.4989 -0.4 -0.2 0.5
H 4.6836 -5.7597 -3.5393 -2.2 0.5 -0.5
H 3.8263 -4.8193 -4.7832 0.0 0.6 -0.6
H 3.4906 -6.5331 -4.5935 -0.6 0.3 0.1
H 2.0047 -8.0826 -3.0332 -0.6 0.4 -0.3
C -4.4264 3.8038 -1.2870 -1.7 0.8 -0.7
C -4.0977 4.9684 -2.1972 0.8 0.9 -0.6
C -3.0426 5.8759 -1.5189 -0.7 -0.4 0.4
C -1.7377 5.1495 -1.4363 1.3 0.4 1.4
C -1.2652 4.7693 -2.8192 0.8 0.8 -0.1
C -2.2774 3.9193 -3.5387 -0.4 1.0 -1.8
N -3.5081 4.7088 -3.5219 -1.0 -0.7 -0.4
O -4.4269 3.9616 -4.4024 -0.9 1.5 0.9
C -1.9126 3.9225 -5.0366 0.7 -2.6 0.9
C -2.3481 2.4849 -3.0851 -0.2 -1.6 0.3
C -5.4081 5.7166 -2.3358 -0.6 0.4 -0.5
H -3.6155 3.3576 -0.8020 1.0 -0.7 0.7
H -5.0582 3.0760 -1.7989 0.2 -0.1 0.0
H -5.0630 4.3552 -0.6045 -0.1 -0.7 0.9
H -2.9061 6.8403 -1.9983 -0.2 0.0 -0.5
H -3.4076 6.1010 -0.5222 -0.1 0.0 0.4
H -1.8336 4.2718 -0.7774 0.0 0.0 -0.4
H -1.0108 5.7885 -0.8586 -0.4 -0.5 -0.8
H -0.4033 4.1385 -2.8084 1.1 -0.2 0.4
H -0.9671 5.7008 -3.4063 -0.7 -1.1 0.6
H -0.9373 3.4440 -5.1859 0.2 0.3 0.2
H -2.5891 3.2618 -5.5760 -0.2 0.5 -0.2
H -1.8909 4.9116 -5.3548 -0.1 1.6 -1.0
H -3.1873 1.9113 -3.5322 0.2 0.7 0.2
H -1.4825 1.9303 -3.4751 0.1 0.3 0.3
H -2.3944 2.3099 -2.0011 0.2 0.2 -0.3
H -5.7071 6.1093 -1.3745 0.0 0.0 0.5
H -6.1893 4.9982 -2.6097 0.0 0.3 -0.3
H -5.4225 6.6063 -2.9841 0.3 -0.5 -0.2
H -5.0061 4.7059 -4.6884 0.5 -1.0 0.0
C -3.2946 -4.2590 -1.8734 -0.3 -1.1 -1.9
C -3.8766 -3.5119 -3.1053 -0.9 1.0 -1.3
C -5.0588 -2.5025 -2.7237 1.6 -1.5 0.5
C -5.5278 -1.6485 -3.8584 1.0 0.2 0.6
C -4.3471 -0.7844 -4.2663 -0.5 2.3 0.5
C -3.1805 -1.5761 -4.7866 0.1 -0.2 0.3
N -2.8238 -2.6056 -3.7687 -0.1 -1.8 0.1
O -1.8545 -3.4528 -4.3996 -0.4 -0.7 -0.2
C -3.5411 -2.1361 -6.1446 0.6 0.2 -0.2
C -1.9746 -0.6626 -4.8990 1.6 -0.5 0.7
C -4.4884 -4.6181 -4.1314 2.0 1.2 0.9
H -2.7750 -3.6977 -1.1434 -0.1 1.1 0.8
H -2.5233 -4.9784 -2.1751 -0.2 0.1 -0.5
H -4.0809 -4.9061 -1.4683 0.0 0.4 0.3
H -5.8400 -3.1273 -2.3372 -0.6 -0.3 0.4
H -4.7028 -1.8484 -1.9341 0.1 0.0 0.4
H -6.4439 -1.1626 -3.5645 -0.1 0.7 -0.1
H -5.7537 -2.3050 -4.6377 -0.8 -0.8 -1.5
H -3.9873 -0.2140 -3.3702 -0.3 -0.4 -0.5
H -4.5962 0.0298 -5.0073 0.1 -0.9 0.5
H -3.5432 -1.3065 -6.8916 -0.1 -0.9 0.4
H -2.8355 -2.9252 -6.3945 0.2 0.4 -0.7
H -4.4818 -2.6247 -6.0440 -0.9 -0.1 -0.6
H -1.7720 -0.2326 -3.8955 -0.1 -0.1 -0.7
H -1.0247 -1.1928 -5.2092 -1.2 0.3 0.3
H -2.1344 0.1243 -5.6169 -0.2 0.4 -0.2
H -3.6862 -5.2915 -4.5005 -0.5 0.4 0.1
H -5.0093 -4.1291 -4.9287 0.0 0.1 -0.6
H -5.2070 -5.2390 -3.6647 -0.7 -0.6 0.9
H -2.3412 -3.9793 -5.0950 0.7 0.7 1.1
C 4.9173 2.9818 -5.9123 -0.4 0.0 -0.4
C 4.3456 2.6121 -4.5097 0.8 0.9 0.6
C 3.4025 3.7543 -3.9914 -1.0 -1.8 0.4
C 2.7072 3.3749 -2.6461 0.8 -0.1 -2.5
C 2.0448 2.0572 -2.8397 -0.8 -1.1 2.3
C 2.9301 0.8898 -3.3248 -0.9 -0.3 1.6
N 3.5851 1.3436 -4.5363 0.5 0.3 -0.3
O 4.4953 0.3037 -4.8377 0.9 -0.4 0.0
C 3.7534 0.2964 -2.1288 1.3 1.4 -0.7
C 1.9783 -0.2586 -3.6835 -0.1 -0.1 -0.4
C 5.5946 2.6087 -3.5818 0.2 -1.1 0.1
H 4.3026 2.9800 -6.8414 -0.4 -0.1 1.1
H 5.7564 2.3530 -6.1963 0.3 -0.1 0.4
H 5.2803 3.9991 -5.8011 0.2 0.1 -0.1
H 3.7864 4.7379 -3.8559 1.2 0.6 -0.3
H 2.6245 3.8294 -4.7335 -0.5 0.2 -0.4
H 2.0037 4.1499 -2.4346 -0.6 0.5 0.4
H 3.4283 3.3209 -1.8823 1.0 0.1 1.2
H 1.2602 2.1665 -3.5456 -1.0 0.1 -0.8
H 1.5394 1.7888 -1.8329 0.7 -0.1 -1.5
H 4.0325 1.0136 -1.3421 -0.4 -0.1 -0.1
H 3.2831 -0.5598 -1.7068 -0.8 -0.4 0.5
H 4.6940 -0.0866 -2.4904 0.4 -0.1 -0.3
H 1.2602 -0.2659 -2.8676 -0.6 -0.2 -0.2
H 1.5333 -0.0904 -4.6686 -0.3 0.1 0.3
H 2.3941 -1.2753 -3.7052 0.4 0.4 0.0
H 5.4217 2.3587 -2.5408 -0.6 -0.2 0.1
H 5.9337 3.6151 -3.5230 0.7 0.9 -0.3
H 6.4213 1.9285 -3.8838 -0.6 0.5 -0.2
H 4.3894 0.0580 -5.7564 -0.4 0.2 -0.3
C -2.3617 -3.0591 5.7472 0.9 -0.2 -1.6
O -1.3750 -3.8819 5.0958 -0.1 0.2 0.4
H -2.8551 -3.6389 6.4865 -0.2 -0.4 0.8
H -1.9223 -2.1541 6.1185 0.3 0.5 0.7
H -3.0703 -2.7416 5.0134 -0.7 0.2 -0.3
H -1.1289 -3.4521 4.2669 -0.3 -0.1 0.0
C -2.7301 4.1872 2.7166 -1.1 0.0 0.3
O -2.0486 4.1024 3.9373 0.4 0.5 0.8
H -3.7991 4.3307 2.9910 0.6 -0.2 -0.5
H -2.4417 5.0301 2.0926 0.3 0.1 0.0
H -2.5932 3.2528 2.1826 -0.2 -0.1 -0.5
H -1.1123 4.3097 3.8050 0.3 -0.2 -0.2
C 1.8024 -3.4753 3.8358 -0.2 1.4 0.9
O 1.7929 -3.1535 2.4519 0.6 -0.2 -0.3
H 1.9373 -4.5465 3.9432 0.0 -0.1 -0.1
H 2.6071 -2.9530 4.4447 -0.6 -0.4 -1.0
H 0.8654 -3.1845 4.3533 0.4 -0.3 -0.4
H 1.2426 -2.4218 2.1023 -0.2 -0.2 0.7
```
Positions in Å, forces in eV/Å.

=====

Entry 2:
Here is C45H52N7O2RhS2 as an isolated structure at a distorted geometry from the Open Molecules 2025 dataset. Energies are from ωB97M-V/def2-TZVPD.

Summary:
Spin multiplicity ... 5
HOMO level (spin up / spin down) ... -5.33 / -7.18 eV
E ... -86706.501 eV
LUMO level (spin up / spin down) ... -0.8576 / -2.5105 eV
Frontier orbital gap (spin up / spin down) ... 4.47 / 4.67 eV

Structure (XYZ):
```
109
Properties=species:S:1:pos:R:3:forces:R:3
Rh -0.1260 -1.0594 -0.3160 -1.4 1.1 1.6
C 5.3198 0.6202 2.5455 -0.5 0.6 -1.6
C 3.9186 1.1483 2.9804 1.3 1.3 -0.8
C 2.7088 0.4203 2.5910 -0.4 -1.0 1.2
C 1.9167 -0.2153 3.4884 -1.9 1.2 1.0
C 1.8598 -0.0936 5.0533 1.4 -2.2 -1.7
C 2.7424 -1.2537 5.7056 0.0 0.4 0.4
C 0.7392 -0.5923 2.6889 -2.7 -3.4 -1.3
C -0.5264 -1.2139 3.0867 4.1 2.3 0.0
C -1.5601 -1.7330 2.4303 -0.4 -0.7 -3.8
C -2.7471 -2.2957 2.9422 -1.4 -0.6 1.6
C -3.2354 -2.0556 4.3801 -0.4 -3.1 -1.2
C -3.3142 -0.5936 4.6278 -1.1 -0.4 0.8
C -3.3678 -2.9950 1.9565 -0.4 -1.6 -2.0
C -2.5943 -2.7822 0.7126 0.7 1.1 -0.4
C -2.8888 -3.0905 -0.7473 -1.7 0.1 3.9
C -2.2877 -2.6491 -1.8432 1.5 0.6 0.0
N -1.1380 -1.7590 -1.8937 -1.2 -1.5 1.0
C -1.0708 -1.3767 -3.1411 2.0 1.4 -1.3
C -0.0827 -0.5116 -3.6551 0.0 0.6 0.9
C 0.9344 0.1030 -2.8977 -0.2 0.7 -0.8
N 1.1536 -0.0085 -1.5728 -1.3 -2.2 0.3
C 2.3110 0.6363 -1.2525 -1.1 1.1 1.0
C 2.6898 0.8129 0.1184 -0.2 -0.8 0.3
C 2.0762 0.2750 1.2838 3.4 1.1 -3.0
N 0.9712 -0.5496 1.3685 0.5 1.6 -0.3
C 2.7705 1.3487 -2.4169 2.9 0.1 0.8
C 1.9327 1.0442 -3.4545 -0.4 -1.1 -0.3
C 1.9706 1.3522 -4.9287 -1.3 0.5 0.0
C 2.4355 0.2937 -5.8672 1.1 -0.4 -1.5
C 4.0819 2.2321 -2.3732 -1.2 1.8 0.2
C 3.6587 3.6305 -1.6359 -0.3 -2.6 -0.4
C -2.0663 -1.9866 -3.9902 0.2 -0.1 -2.4
C -2.7430 -2.8284 -3.2097 -2.5 -0.4 0.9
C -3.9911 -3.6603 -3.4827 -0.4 -0.1 0.6
C -3.6625 -5.0918 -3.8121 -0.4 -3.1 -1.9
C -2.1003 -1.8351 -5.5518 -0.3 0.2 1.2
C -1.2000 -2.9039 -6.1871 -1.0 -0.3 -0.7
N -1.5321 -1.9755 1.0331 0.6 -0.3 -0.2
C -4.5614 -4.0197 2.0926 1.6 3.5 -0.6
C -4.0645 -5.4284 2.0255 1.7 -1.0 0.1
H 6.1463 1.3554 2.7977 -1.1 -0.8 -0.6
H 5.1916 0.4086 1.4406 0.9 0.4 1.0
H 5.5920 -0.3433 2.9880 -0.4 0.2 0.2
H 3.6758 2.1915 2.7336 0.8 0.1 -1.1
H 4.0412 1.3498 4.0009 -0.6 -0.6 2.1
H 0.7991 -0.0513 5.2954 0.2 0.0 0.5
H 2.3886 0.7922 5.3271 -0.2 0.9 0.2
H 2.3363 -2.2693 5.5592 0.0 0.5 0.0
H 2.9771 -1.1255 6.8127 -0.7 0.1 -1.3
H 3.7305 -1.2165 5.2008 -0.5 -0.1 0.2
H -0.4772 -1.2881 4.0883 -0.8 -0.3 3.6
H -2.6832 -2.8142 5.0124 0.2 1.6 0.1
H -4.2840 -2.4397 4.5972 1.0 0.2 -1.0
H -2.3966 -0.0812 4.6131 1.1 0.7 0.2
H -3.8186 -0.5758 5.5822 0.0 1.1 0.5
H -3.9742 -0.1652 3.8708 0.1 0.1 0.1
H -3.9206 -3.4991 -0.7746 1.0 -0.3 -0.6
H -0.2337 -0.1510 -4.6562 0.2 -0.1 -0.2
H 3.6105 1.4175 0.1353 -0.5 -0.3 0.9
H 2.6029 2.1939 -5.1099 0.0 1.0 0.0
H 0.9493 1.5029 -5.3759 0.6 0.8 1.2
H 1.9350 0.3975 -6.8595 0.7 0.0 0.6
H 2.1811 -0.6530 -5.5100 -0.6 -1.7 0.6
H 3.5238 0.2440 -5.9902 -0.1 0.2 -0.1
H 4.4001 2.4297 -3.4074 0.0 -0.1 0.3
H 5.0119 1.9812 -1.7699 -1.5 -0.9 -1.0
H 2.5919 3.5590 -1.4480 -0.2 0.4 -0.1
H 3.8943 4.5501 -2.1242 0.4 0.4 -0.4
H 4.1282 3.5177 -0.6783 0.2 0.7 0.6
H -4.6438 -3.1412 -4.1807 0.3 -0.2 -0.7
H -4.7035 -3.7738 -2.6329 0.9 0.7 0.0
H -3.0035 -5.2562 -4.7051 -0.2 0.6 0.7
H -4.5598 -5.7670 -4.1387 1.1 1.5 0.9
H -3.1751 -5.6694 -2.9910 -0.3 0.8 -0.3
H -1.8115 -0.8101 -5.8720 -0.1 -0.6 0.4
H -3.1411 -1.9609 -5.8915 0.3 0.0 0.1
H -0.2228 -2.8817 -5.7756 1.2 0.4 0.2
H -1.1632 -2.8431 -7.3062 0.0 0.0 1.0
H -1.5489 -3.8962 -5.8783 -0.2 0.1 -0.4
H -5.1796 -3.7194 1.2579 -0.6 -0.5 -0.3
H -5.0483 -3.6015 2.9735 -0.4 -1.0 0.3
H -2.9889 -5.4611 1.6025 -1.8 0.0 0.4
H -4.7027 -6.1069 1.4765 -0.2 0.0 -0.5
H -3.9989 -5.9118 2.9975 0.1 0.2 0.3
N 3.8621 7.0631 0.8527 -0.8 -0.8 -0.2
C 2.8786 6.0923 1.1882 1.3 0.0 0.8
C 1.8262 5.8553 0.3768 -3.3 1.1 -3.5
C 0.7184 5.0542 0.6957 2.2 0.7 -0.2
C 0.7646 4.3377 1.8322 -0.8 -2.9 0.4
C 1.9131 4.2985 2.5884 0.0 0.6 0.5
C 2.9315 5.2073 2.2999 1.0 0.4 1.2
S -0.6126 3.1775 2.1747 -1.6 2.0 1.4
O -0.3922 2.5388 3.4485 1.1 -0.4 0.3
O -1.7663 4.0979 2.2441 0.8 -0.9 -1.1
N -0.6780 2.0594 1.0559 2.1 1.3 0.7
C -1.7683 1.7060 0.4486 0.5 -0.4 0.1
S -3.2579 2.5251 0.4619 -0.6 2.6 1.8
C -3.9981 1.2615 -0.2821 -1.0 -1.7 -3.0
C -3.1133 0.3709 -0.7415 2.0 -1.9 0.6
N -1.7966 0.5708 -0.2122 -1.5 -1.3 -1.9
H 3.6690 7.7765 0.1365 -0.1 -0.8 0.9
H 4.4667 7.3427 1.5947 0.2 0.2 0.2
H 1.6369 6.3831 -0.6249 0.9 -0.4 1.5
H -0.0382 4.8702 0.0031 -1.3 0.2 -1.0
H 1.8885 3.6041 3.4360 0.5 0.4 -0.2
H 3.7558 5.2789 3.0424 -0.4 0.0 -0.8
H -4.9286 1.2806 -0.8125 -0.7 0.4 0.5
H -3.3202 -0.5289 -1.3758 0.2 1.2 0.8
```
Positions in Å, forces in eV/Å.

=====

Entry 3:
Here is one molecule with the formula C3H4S2 at a distorted geometry from the Open Molecules 2025 dataset. Energies are from ωB97M-V/def2-TZVPD.

Summary:
ΔE to the lowest compared entry with this formula, charge and spin ... 130.72 kJ/mol
Structure (SMILES) ... C=CSC=S
HOMO level ... -8.93 eV
E ... -24844.286 eV
LUMO level ... -0.3718 eV
Frontier orbital gap ... 8.56 eV

Structure (XYZ):
```
9
Properties=species:S:1:pos:R:3:forces:R:3
C 1.0825 -1.6179 0.2638 -1.4 2.3 -0.1
C 0.3294 -0.4945 0.1705 -0.2 -2.6 0.2
C -1.2140 1.5457 -0.4349 -0.3 0.2 0.2
H 2.1010 -1.4423 0.4698 1.0 0.1 0.6
H 0.8046 -2.6199 0.2558 -0.8 -1.5 -0.8
H 0.8342 0.3008 0.6485 0.1 1.6 -0.3
H -0.3323 1.9541 0.1083 -0.5 -0.7 -0.4
S -1.3947 -0.2449 -0.3492 1.8 1.4 0.4
S -2.2107 2.6190 -1.1326 0.2 -0.8 0.2
```
Positions in Å, forces in eV/Å.

=====

Which of these has the highest E?
C3H4S2

=====

Among the records above, which one has the highest E?
C3H4S2

=====

Which value of E does entry 3 give?
-24844.286 eV